[1]
Below is a molecular structure, C33H56BF3N10NiOPS, with properties calculated with ωB97M-V with the def2-TZVPD basis set.

- Spin multiplicity: 3
- Net charge: +1
- HOMO-LUMO gap (spin up / spin down): 8.9 / 8.9 eV
- E_tot: -122076.5190 eV

```
107
Properties=species:S:1:pos:R:3:lowdin_charge:R:1
Ni 0.504 0.905 0.845 0.538
S -1.472 -0.212 -0.615 0.749
P 1.730 0.817 -2.219 0.537
F -1.302 7.357 2.391 0.162
F -3.258 6.446 2.571 0.153
F -2.511 7.038 0.627 0.158
O 0.944 1.363 -1.062 -0.363
N -0.372 2.701 1.184 -0.002
N 0.752 0.202 -3.371 -0.186
N -2.660 -2.565 -0.158 0.035
N 2.720 -0.414 -1.763 -0.191
N 2.465 1.399 2.925 -0.059
N -0.137 0.009 2.555 -0.023
N 2.335 1.241 1.592 -0.015
N 0.204 0.608 3.720 -0.060
N -3.753 -0.709 0.619 0.013
N 2.651 2.002 -2.872 -0.173
C -4.550 -2.021 2.575 -0.217
C -0.432 0.936 -3.853 -0.199
C 3.688 3.442 -4.454 -0.153
C 0.229 3.813 0.757 -0.078
C 1.109 -0.913 -4.266 -0.181
C 2.953 2.099 -4.315 -0.172
C 4.514 1.269 2.096 -0.042
C -0.828 -5.130 0.788 -0.245
C -1.916 -4.992 1.850 -0.104
C 3.567 1.151 1.083 -0.136
C 4.193 3.745 -3.043 -0.162
C -5.314 -3.509 4.469 -0.103
C -1.532 5.151 1.614 -0.086
C 3.762 1.426 3.249 -0.064
C 0.188 -0.710 -5.469 -0.159
C 3.073 3.214 -2.158 -0.187
C 3.393 -2.513 -0.912 -0.150
C -4.871 -1.441 1.201 -0.174
C -2.154 4.002 2.068 0.041
C -1.094 -0.879 2.847 -0.162
C 4.085 -0.669 -2.255 -0.183
C -1.534 2.790 1.829 -0.096
C 2.199 -1.563 -1.000 -0.195
C -2.691 -1.240 -0.006 -0.779
C -0.497 -3.851 0.020 -0.200
C -1.382 -0.855 4.206 -0.049
C 4.201 -2.186 -2.168 -0.157
C -1.039 -0.032 -4.861 -0.160
C -2.161 6.509 1.810 -0.591
C -5.673 -2.890 3.123 -0.263
C -0.319 5.063 0.952 0.040
C -1.615 -3.307 -0.866 -0.185
C -0.524 0.105 4.718 -0.069
B 1.254 1.761 3.830 -0.395
H 3.579 1.267 -4.641 0.100
H 3.089 -3.557 -0.849 0.110
H -0.146 1.879 -4.334 0.113
H -5.099 -2.736 5.210 0.076
H -2.079 -1.470 4.750 0.094
H 0.359 -4.055 -0.630 0.104
H 3.734 -2.640 -3.046 0.113
H -3.753 0.297 0.645 0.119
H 2.994 4.216 -4.784 0.114
H -6.128 -4.122 4.855 0.075
H 0.909 -1.874 -3.779 0.108
H -4.340 -1.196 3.262 0.118
H -3.628 -2.609 2.516 0.084
H 3.701 0.979 0.027 0.077
H -1.710 -4.149 2.516 0.066
H -1.202 -2.626 -1.607 0.071
H -5.905 -3.682 2.403 0.111
H 2.247 3.932 -2.098 0.117
H 1.173 3.674 0.250 0.106
H -4.428 -4.144 4.383 0.070
H -1.503 -1.505 2.076 0.062
H -6.584 -2.291 3.219 0.115
H -1.109 -5.911 0.074 0.111
H 1.856 -1.260 -0.008 0.088
H 0.765 2.804 3.459 0.064
H -0.370 0.449 5.728 0.128
H 3.396 2.985 -1.145 0.099
H 0.192 5.948 0.598 0.135
H -1.102 1.159 -3.025 0.068
H -3.092 4.045 2.600 0.128
H 1.637 1.798 4.970 0.078
H 2.043 2.076 -4.916 0.100
H 5.234 -2.527 -2.119 0.117
H 4.059 1.560 4.275 0.127
H -1.975 -5.891 2.465 0.079
H -1.961 1.855 2.171 0.111
H 4.494 3.388 -5.184 0.113
H -1.653 -0.765 -4.331 0.112
H 3.980 -2.282 -0.020 0.118
H -2.106 -4.123 -1.402 0.131
H 5.112 3.188 -2.843 0.116
H 5.586 1.239 2.011 0.097
H -0.179 -3.062 0.708 0.102
H -0.040 -1.648 -5.974 0.114
H -5.197 -2.225 0.510 0.125
H 4.394 4.803 -2.877 0.116
H -2.910 -4.852 1.413 0.060
H 0.087 -5.481 1.271 0.110
H 4.224 -0.290 -3.264 0.096
H -1.667 0.469 -5.596 0.116
H 2.164 -0.895 -4.544 0.104
H 4.831 -0.189 -1.613 0.113
H -3.391 -3.105 0.277 0.110
H 1.343 -2.014 -1.516 0.090
H -5.709 -0.748 1.272 0.133
H 0.663 -0.046 -6.195 0.113
```

=====

[2]
Below is 3 unconnected molecules or ions with the total composition C3H10OS2 in a non-equilibrium geometry, with properties calculated with ωB97M-V with the def2-TZVPD basis set.

- ΔE to the lowest compared entry with this formula, charge and spin: 113.59 kcal per mole
- Net charge: 0
- HOMO-LUMO gap: 4.1 eV
- E_tot: -26986.3646 eV

```
16
Properties=species:S:1:pos:R:3:lowdin_charge:R:1
S 2.085 0.908 -0.872 0.777
S -1.352 -0.397 0.479 0.712
O -0.475 0.369 -2.499 -0.139
C 1.605 1.151 0.830 -0.712
C 1.583 -0.145 1.625 -0.243
C -2.549 -1.141 -0.652 -0.484
H 2.367 1.828 1.240 0.076
H -3.279 -0.401 -0.919 0.032
H 0.575 -0.424 1.955 -0.015
H 1.935 -0.986 1.024 0.052
H -1.993 -1.429 -1.524 0.024
H -0.742 0.382 -1.573 -0.108
H 2.194 -0.133 2.527 0.070
H -2.985 -2.001 -0.175 0.015
H 0.391 0.763 -2.316 -0.096
H 0.638 1.656 0.850 0.039
```

=====

[3]
Below is a molecular structure, C25H28N3O6PtS3 in a non-equilibrium geometry, with properties calculated with ωB97M-V with the def2-TZVPD basis set.

- ΔE to the lowest compared entry with this formula, charge and spin: 47.52 kcal per mole
- Net charge: +1
- HOMO-LUMO gap: 7.5 eV
- E_tot: -78879.1125 eV

```
66
Properties=species:S:1:pos:R:3:lowdin_charge:R:1
Pt 0.484 -0.521 -0.236 0.946
S -2.396 -1.745 0.895 1.091
S 2.474 0.268 -1.070 0.808
S -0.702 3.486 0.251 1.110
O 3.316 -3.954 1.517 0.028
O 4.991 -4.710 0.129 0.040
O -0.220 2.213 0.891 -0.473
O -0.937 -1.342 1.120 -0.645
O 0.077 -2.962 -3.434 0.093
O -0.198 -1.633 -1.710 -0.274
N 4.421 1.065 0.511 0.130
N 2.372 0.882 1.509 0.002
N 1.003 0.590 1.422 -0.110
C -2.799 0.773 0.035 -0.267
C 1.275 2.771 -3.207 -0.059
C -2.518 1.793 -1.049 -0.205
C 2.937 -3.796 0.210 -0.208
C 1.762 -3.292 -0.280 0.022
C 1.647 -3.195 -1.679 -0.169
C -3.541 0.461 4.090 -0.054
C 4.504 -4.743 1.469 -0.126
C -5.382 -0.950 3.440 -0.056
C 3.844 -4.191 -1.991 0.032
C -4.618 -1.484 2.415 -0.073
C 0.058 4.920 -1.930 -0.086
C 0.607 5.084 -3.192 -0.060
C -4.846 0.024 4.272 -0.058
C 0.734 2.602 -1.940 -0.144
C -2.769 -0.066 3.065 -0.077
C 1.206 4.007 -3.833 -0.055
C 0.448 -2.594 -2.342 -0.583
C 3.954 -4.241 -0.624 -0.212
C -2.893 -0.657 -0.445 -0.298
C -2.368 3.160 -0.416 -0.289
C 2.663 -3.654 -2.506 -0.009
C -3.324 -1.020 2.230 -0.399
C 0.120 3.673 -1.322 -0.387
C 3.132 0.754 0.413 -0.735
H -3.051 3.288 0.427 0.100
H 0.917 -3.122 0.379 0.109
H -2.551 3.973 -1.120 0.102
H -5.025 -2.254 1.770 0.119
H 2.518 -3.590 -3.575 0.124
H 4.270 -5.775 1.747 0.142
H 0.567 6.050 -3.675 0.114
H 0.776 1.644 -1.441 -0.033
H 1.734 1.929 -3.709 0.111
H -2.202 -0.896 -1.258 0.075
H 5.249 -4.313 2.135 0.137
H -6.392 -1.303 3.597 0.115
H -3.723 1.036 0.555 0.129
H 1.618 4.133 -4.825 0.114
H -1.986 0.854 0.759 0.065
H -1.620 1.515 -1.607 0.107
H 0.718 -0.036 2.174 0.115
H -3.336 1.829 -1.773 0.134
H -3.899 -0.963 -0.739 0.114
H 0.432 1.448 1.410 -0.153
H -5.446 0.439 5.070 0.113
H -3.126 1.214 4.745 0.112
H 2.743 1.187 2.396 0.169
H 4.634 -4.555 -2.632 0.125
H -0.406 5.757 -1.420 0.115
H 4.999 0.998 -0.311 0.115
H 4.821 1.476 1.338 0.125
H -1.751 0.263 2.908 0.100
```